No. 1
DFT (ωB97M-V/def2-TZVPD) results for one molecule with the formula C6H12N2.

```
20
Properties=species:S:1:pos:R:3:forces:R:3
C -2.1168 0.2601 0.3337 5.523 -2.798 -1.776
C 1.4101 -0.5293 -0.9083 0.846 0.647 0.262
C -0.0649 1.5763 -0.9187 1.772 -0.072 -0.745
C 0.8873 0.6438 1.2760 -0.877 0.449 2.450
C -1.0660 -1.8566 0.3128 -0.292 0.835 -0.155
C 0.3160 0.3172 -0.1046 0.166 -1.017 -1.028
N -2.9689 0.8992 0.7253 -1.749 1.039 0.572
N -0.9035 -0.5189 -0.1362 -4.138 4.218 0.545
H 1.6660 -1.4707 -0.3616 0.184 0.980 -0.087
H 1.0146 -0.9088 -1.8469 -0.311 0.344 -0.226
H 2.3753 0.0917 -1.1888 -1.950 -1.231 0.943
H -0.5060 2.3595 -0.3160 -0.064 0.074 0.249
H -0.7683 1.3568 -1.7678 0.969 0.026 0.758
H 0.9555 1.9235 -1.2851 -1.512 0.121 0.051
H 0.2277 1.2967 2.0118 0.998 -0.902 -2.017
H 1.0694 -0.2409 1.9599 0.024 0.534 -1.236
H 1.8454 1.1547 1.1208 -0.203 -0.042 0.253
H -0.4914 -2.4572 -0.3238 0.932 -1.299 -0.594
H -0.7722 -1.8853 1.3326 -0.080 -0.987 1.171
H -2.1095 -2.0117 0.0849 -0.239 -0.919 0.610
```
Positions in Å, forces in eV/Å.

Output
SMILES = CN(C#N)C(C)(C)C
E_HOMO = -0.345 hartree
Charge = 0
Relative energy (zero: lowest compared OMol25 entry of this formula, charge and spin) = 191.97 kJ/mol
Kohn-Sham gap = 10.1122 eV
2S+1 = 1

---

No. 2
DFT (ωB97M-V/def2-TZVPD) results for C4H10NOS as an isolated structure.

```
17
Properties=species:S:1:pos:R:3:forces:R:3
C -0.7299 -0.0315 -1.0459 0.895 0.711 2.522
C 1.6701 0.0553 -1.4733 -0.690 3.379 -1.460
C 0.1817 -0.6370 0.5840 -1.450 4.659 -2.003
C -1.1061 -0.2541 2.5993 -2.478 1.989 -3.867
N 0.3941 0.8722 -1.5939 -0.817 1.613 -0.782
O -0.1253 0.2095 1.6207 1.315 -0.194 0.039
S 1.9648 -0.3823 0.2667 1.668 -0.965 2.538
H -0.8049 -1.0051 -1.5754 -0.370 1.254 -0.143
H -1.5839 0.7086 -0.8485 0.819 -1.905 -0.419
H 1.4332 -0.7745 -2.0359 0.030 -2.255 -1.311
H 2.5452 0.6098 -1.8784 -0.642 -0.441 0.375
H -0.2120 -1.5263 0.8494 -0.638 -3.792 -0.089
H -0.8676 -0.9215 3.3891 0.945 -0.402 0.527
H -1.9200 -0.6969 1.8808 0.979 0.499 1.887
H -1.4185 0.7820 2.8455 -0.456 -1.194 1.015
H 0.1148 1.2121 -2.6340 1.109 -0.751 2.891
H 0.4642 1.7797 -0.9502 -0.219 -2.206 -1.720
```
Positions in Å, forces in eV/Å.

Output
E_HOMO (spin up / spin down) = -0.327 / -0.503 hartree
Charge = +1
Relative energy (zero: lowest compared OMol25 entry of this formula, charge and spin) = 356.55 kJ/mol
Kohn-Sham gap (spin up / spin down) = 5.4588 / 6.3633 eV
<S²> = 2.01
2S+1 = 3

---

No. 3
DFT (ωB97M-V/def2-TZVPD) results for C9H9BrCoF3N3O5S2 as an isolated structure.

```
33
Properties=species:S:1:pos:R:3:forces:R:3
Co -0.3043 -1.6783 -0.0698 0.208 -0.223 0.265
N 1.6030 -1.8297 -0.1548 -0.139 -0.028 -0.192
N 2.2420 -2.1238 1.0577 0.057 -0.015 -0.035
C 1.5009 -2.3686 2.1371 0.040 0.041 0.047
N 2.0933 -2.6200 3.2943 -0.019 0.003 -0.036
S -0.2030 -2.3496 2.0120 -0.173 0.035 0.033
H 1.8501 -2.5190 -0.8648 0.074 -0.015 0.044
H 1.8094 -0.7939 -0.4614 0.061 0.033 0.116
H 3.2379 -1.9590 1.1067 -0.001 0.017 0.004
H 3.0935 -2.6956 3.3899 0.006 -0.002 -0.005
H 1.5314 -2.7552 4.1193 -0.006 -0.007 -0.002
Br -1.1070 6.8440 0.3320 0.002 -0.003 0.001
C -0.6152 5.0323 0.1976 -0.002 0.024 -0.003
C 0.6721 4.7055 -0.2055 0.020 -0.019 -0.006
C 1.0293 3.3734 -0.3034 0.015 0.013 0.000
C 0.1033 2.3789 0.0020 0.020 -0.061 -0.012
C -1.1867 2.7207 0.4009 -0.028 -0.010 0.015
C -1.5490 4.0512 0.5005 -0.018 -0.018 0.006
C 0.5209 0.9644 -0.1183 -0.041 0.086 0.062
O 1.6523 0.6524 -0.5135 -0.017 0.021 -0.065
O -0.3914 0.1007 0.2482 0.028 -0.009 -0.114
H 1.3812 5.4862 -0.4408 0.001 -0.004 -0.001
H 2.0250 3.0959 -0.6197 0.000 0.002 0.000
H -1.9059 1.9472 0.6307 0.002 0.007 -0.003
H -2.5469 4.3296 0.8075 0.002 -0.004 -0.002
F -3.4358 -4.0023 -2.0877 -0.035 0.001 -0.023
C -2.2045 -3.6046 -2.3251 0.011 -0.022 0.072
F -1.8911 -3.7740 -3.5922 -0.013 0.010 -0.039
F -1.3539 -4.3010 -1.5586 0.026 -0.003 0.024
S -2.0242 -1.8264 -1.8703 0.155 0.015 -0.150
O -0.5341 -1.6059 -1.9803 -0.249 0.090 -0.025
O -2.8770 -1.0599 -2.6855 -0.021 0.028 0.056
O -2.2154 -1.8158 -0.3847 0.032 0.020 -0.031
```
Positions in Å, forces in eV/Å.

Output
E_HOMO (spin up / spin down) = -0.427 / -0.427 hartree
Charge = +1
Relative energy (zero: lowest compared OMol25 entry of this formula, charge and spin) = 0.00 kJ/mol
Kohn-Sham gap (spin up / spin down) = 6.1160 / 6.1086 eV
2S+1 = 1

---

No. 4
DFT (ωB97M-V/def2-TZVPD) results for a 3-piece molecular cluster, C24H28F17NO11S overall.

```
82
Properties=species:S:1:pos:R:3:forces:R:3
C -1.7941 -2.1298 3.2852 -0.010 0.180 0.032
C -1.0566 -1.1905 3.2105 0.030 -0.002 -0.062
N -0.1594 -0.1738 3.0931 -0.259 -0.340 0.068
C -0.4639 0.7554 1.9900 -0.195 0.084 -0.095
C -0.6639 0.0752 0.6238 -0.335 0.480 -0.040
C -0.1742 0.9056 -0.5506 0.271 -0.674 0.479
F -0.8381 0.5202 -1.6640 -0.087 0.118 -0.170
F -0.4049 2.2230 -0.3379 -0.094 0.213 -0.106
C 1.3391 0.7139 -0.8194 -0.105 0.073 -0.015
F 1.5285 -0.5625 -1.1986 -0.036 0.095 0.010
F 2.0068 0.9044 0.3421 0.077 -0.041 -0.022
C 1.9325 1.7130 -1.8653 0.003 0.207 0.407
F 0.9896 2.0602 -2.7598 0.192 -0.029 -0.056
F 2.2696 2.8284 -1.1843 -0.037 -0.120 -0.088
C 3.2242 1.2098 -2.5967 0.077 0.503 -0.216
F 4.0270 2.2846 -2.7736 -0.127 -0.141 0.007
F 3.8855 0.3369 -1.8249 -0.058 -0.016 -0.013
C 3.0347 0.6410 -4.0371 0.523 -0.239 -0.144
F 2.5996 1.6271 -4.8330 -0.148 -0.068 0.089
F 4.2703 0.2650 -4.4550 -0.147 0.132 0.148
C 2.1504 -0.6104 -4.1766 -0.091 -0.438 0.191
F 0.9006 -0.3500 -3.7596 0.117 0.087 -0.195
F 2.6661 -1.5604 -3.3601 -0.045 0.140 -0.138
C 2.0865 -1.2002 -5.6331 -0.386 -0.096 -0.165
F 2.7222 -0.4212 -6.5220 0.026 0.011 0.166
F 0.7881 -1.2718 -5.9958 0.217 0.029 0.003
C 2.6595 -2.6370 -5.7681 0.094 0.095 -0.607
F 3.9337 -2.6768 -5.3852 -0.175 -0.104 -0.052
F 2.5922 -2.9652 -7.0719 0.055 -0.014 0.535
F 1.9358 -3.5050 -5.0717 0.132 0.043 -0.005
C 1.1790 -0.6795 3.0202 0.780 -0.167 0.212
O 1.5744 -1.4362 2.1905 -0.105 -0.052 -0.264
O 1.9763 -0.1968 4.0044 -0.631 0.530 -0.326
C 3.1404 0.4795 3.5135 0.567 0.069 0.212
C 4.0959 0.6687 4.6808 -0.521 -0.536 -0.176
C 4.3248 -0.6079 5.4822 0.035 0.133 -0.255
S 5.3399 -1.8690 4.7052 0.563 -0.952 1.063
O 4.6377 -3.1097 4.6604 -0.241 0.475 -0.397
O 6.6214 -1.8484 5.3615 -0.203 0.444 -0.424
O 5.5606 -1.3768 3.1990 -0.058 0.116 0.254
H -2.4505 -2.9524 3.3613 -0.193 -0.213 0.057
H -1.3804 1.2677 2.2547 -0.134 0.090 0.188
H 0.2976 1.5231 1.9519 0.297 0.016 0.098
H -1.7302 -0.0242 0.4486 -0.195 -0.110 -0.054
H -0.2554 -0.9259 0.5847 0.312 -0.119 -0.008
H 2.8379 1.4553 3.1370 -0.054 0.121 -0.079
H 3.6185 -0.0726 2.7123 -0.161 -0.268 -0.101
H 3.6406 1.3772 5.3637 0.152 0.297 0.155
H 5.0288 1.0615 4.2907 0.147 0.273 0.102
H 3.3874 -1.0810 5.7440 -0.188 -0.145 -0.122
H 4.8400 -0.3725 6.4037 0.254 -0.058 0.150
H 6.3208 -0.7757 3.2297 0.109 -0.099 -0.209
C -3.4488 5.9176 6.4148 -0.081 -0.196 0.038
C -3.0179 5.8366 4.9663 0.037 0.345 0.134
O -2.9647 4.4795 4.4991 0.042 -0.035 -0.021
C -4.1424 3.9339 4.2019 0.099 -0.009 -0.068
O -5.2138 4.4765 4.2578 -0.070 0.015 0.036
O -3.9264 2.6762 3.8125 0.016 -0.049 -0.016
C -5.1161 1.9387 3.5180 -0.056 -0.165 -0.083
H -2.8053 5.2953 7.0379 0.061 0.062 -0.001
H -3.3893 6.9469 6.7675 0.024 0.017 -0.015
H -4.4734 5.5704 6.5386 -0.026 0.048 -0.048
H -2.0042 6.2150 4.8507 0.046 -0.127 -0.054
H -3.6709 6.4224 4.3203 -0.084 -0.091 -0.006
H -5.7355 2.4689 2.7987 -0.021 0.065 0.049
H -5.6798 1.7520 4.4303 -0.046 0.071 -0.007
H -4.7911 0.9930 3.0936 0.098 0.017 0.035
C -2.3759 -1.5271 -6.1298 -0.302 -0.087 -0.053
C -2.0079 -2.3938 -4.9448 0.326 0.235 -0.098
O -3.1486 -3.0787 -4.4047 -0.042 0.021 0.029
C -3.5459 -4.1490 -5.0887 0.055 -0.037 0.156
O -3.0228 -4.6003 -6.0733 -0.010 -0.002 -0.095
O -4.6174 -4.6553 -4.4761 -0.043 0.009 -0.015
C -5.1860 -5.7912 -5.1310 -0.118 -0.130 0.015
H -3.1784 -0.8385 -5.8617 0.054 0.044 0.051
H -1.5156 -0.9492 -6.4563 0.030 0.044 0.007
H -2.7219 -2.1315 -6.9673 0.063 -0.052 0.007
H -1.6336 -1.7784 -4.1283 -0.106 -0.044 0.090
H -1.2328 -3.1154 -5.2019 -0.087 -0.085 -0.049
H -4.4359 -6.5603 -5.2989 0.045 0.037 -0.054
H -5.6341 -5.4961 -6.0783 0.069 -0.017 -0.044
H -5.9566 -6.1718 -4.4672 0.008 0.084 0.059
```
Positions in Å, forces in eV/Å.

Output
SMILES = C#CN(CCC(F)(F)C(F)(F)C(F)(F)C(F)(F)C(F)(F)C(F)(F)C(F)(F)C(F)(F)F)C(=O)OCCCS(=O)(=O)O.CCOC(=O)OC.CCOC(=O)OC
E_HOMO = -0.346 hartree
Charge = 0
Kohn-Sham gap = 9.6445 eV
2S+1 = 1

---

No. 5
DFT (ωB97M-V/def2-TZVPD) results for one molecule with the formula C4H7F.

```
12
Properties=species:S:1:pos:R:3:forces:R:3
C -1.0701 -0.1423 0.9775 -0.195 4.662 0.075
C -0.7013 0.5217 -0.4366 -0.735 -0.679 0.382
C 0.6904 0.2009 -0.8355 0.305 -1.837 2.839
C 1.5608 -0.5383 -0.1488 0.569 -0.587 -0.050
H -0.7605 0.6386 1.8237 -0.723 -1.784 -1.695
H -0.4675 -0.9663 1.0730 1.001 -2.071 0.460
H -2.1251 -0.4012 1.1086 0.249 0.206 -0.250
H -0.7698 1.6074 -0.4919 -0.379 0.125 0.401
H -1.3611 0.1448 -1.2358 0.063 0.056 0.271
H 2.5218 -0.6753 -0.6806 -0.476 -0.072 0.758
H 1.3670 -1.0733 0.8159 0.314 0.846 -1.282
F 1.1155 0.6833 -1.9696 0.009 1.134 -1.908
```
Positions in Å, forces in eV/Å.

Output
SMILES = C=C(F)CC
E_HOMO = -0.345 hartree
Charge = 0
Relative energy (zero: lowest compared OMol25 entry of this formula, charge and spin) = 37.43 kJ/mol
Kohn-Sham gap = 10.5216 eV
2S+1 = 1

---

No. 6
DFT (ωB97M-V/def2-TZVPD) results for an isolated ion of composition C10H10BrO2S and charge -1.

```
24
Properties=species:S:1:pos:R:3:forces:R:3
C -2.8361 -1.4239 0.1720 -1.350 -0.969 0.134
C -2.0271 -1.2369 1.2817 -0.878 -1.589 0.301
C -2.9171 -0.2839 -0.6573 -2.659 -2.897 -2.259
C -1.1625 -0.1833 1.3383 1.168 -0.576 3.008
C -2.0399 0.7146 -0.5642 -0.649 3.093 -0.508
C -1.0264 0.7513 0.3852 -0.640 1.270 -1.130
C 2.2131 -1.0699 -1.4731 -0.963 1.513 -0.001
C 1.2767 1.1063 -0.9412 -1.168 1.775 0.688
C 2.0479 -0.0224 -0.6114 0.822 -1.444 -1.181
C 2.8324 -0.1471 0.6389 -1.430 0.423 1.151
O 0.9067 2.0662 1.4260 1.216 0.369 2.648
O -0.4087 3.1274 -0.3414 0.170 -0.018 -0.513
S 0.2579 1.9570 0.1773 0.090 -1.547 -2.371
Br 4.7661 -0.0777 0.3720 -0.037 0.187 0.195
H -3.4955 -2.3670 0.0426 1.096 1.882 0.219
H -2.0165 -1.8367 2.2187 -0.339 -0.124 -1.180
H -3.6976 -0.2080 -1.5303 1.374 -0.353 1.935
H -0.7295 -0.1667 2.3424 0.922 0.670 -0.645
H -2.4398 1.6362 -1.0441 1.482 -0.489 -0.183
H 2.9009 -1.8252 -1.2198 0.713 -0.915 -0.041
H 1.7680 -1.0028 -2.4571 -0.029 -0.380 -0.072
H 0.7789 0.9633 -1.8776 -0.447 0.376 -0.547
H 2.4554 0.6733 1.2877 1.064 -0.729 0.088
H 2.5926 -1.1442 1.0346 0.474 0.473 0.265
```
Positions in Å, forces in eV/Å.

Output
SMILES = C=C(C=[S@@](=O)([O-])c1ccccc1)CBr
E_HOMO = -0.113 hartree
Charge = -1
Relative energy (zero: lowest compared OMol25 entry of this formula, charge and spin) = 44.01 kJ/mol
Kohn-Sham gap = 6.2547 eV
2S+1 = 1

---

| no. | electronic energy (Eh) |
| --- | --- |
| 1 | -345.254746 |
| 2 | -686.042758 |
| 3 | -5941.379078 |
| 4 | -3909.582878 |
| 5 | -256.429595 |
| 6 | -3509.677674 |